Record 1
Formula: H2P2S
Source: the OMol25 dataset
Level of theory: ωB97M-V/def2-TZVPD

Geometry (Å):
P: -0.344973 -0.046018 0.640559
P: -1.076749 -0.639767 -1.335330
S: 1.558909 0.430038 0.726287
H: -0.158435 0.345862 1.978655
H: 0.021248 -0.090116 -2.010171

Force components x, y, z for each atom (eV/Å):
1.97 0.04 -2.65
-1.21 0.00 1.89
0.25 0.07 -0.27
-1.69 -0.35 0.52
0.67 0.23 0.50

* spin multiplicity: 1
* HOMO-LUMO gap (spin up / spin down): 6.8 / 6.8 eV
* highest occupied orbital energy (spin up / spin down): -0.30984 / -0.30980 hartree
* energy above the lowest of the compared OMol25 structures with the same formula, charge and spin: 2.1257 eV
* LUMO (spin up / spin down): -1.584 / -1.584 eV


Record 2
Formula: C33H40AsO3PPt
Source: the OMol25 dataset
Level of theory: ωB97M-V/def2-TZVPD

Geometry (Å):
Pt: -1.231607 0.487310 -0.388756
C: -4.434607 0.275753 0.773438
C: -3.448693 1.115045 0.009343
C: -3.234730 0.923253 -1.373062
C: -2.446769 1.821901 -2.158445
C: -2.360507 1.634885 -3.642866
C: -1.774669 2.844329 -1.507507
C: -1.830197 2.970172 -0.104339
C: -1.088057 4.072276 0.584950
C: -2.655337 2.091224 0.644595
H: -3.997544 -0.675019 1.076734
H: -5.308359 0.063793 0.159396
H: -4.764709 0.796557 1.670302
H: -3.781281 0.139686 -1.881258
H: -1.541004 0.957562 -3.892363
H: -2.171782 2.583233 -4.142082
H: -3.279396 1.205124 -4.037807
H: -1.187859 3.556403 -2.074737
H: -0.120782 3.723077 0.945636
H: -1.646045 4.435767 1.446720
H: -0.908984 4.899139 -0.099900
H: -2.734298 2.221493 1.716644
C: -0.894767 -4.563972 0.755505
C: -1.161523 -3.093882 0.573926
O: -0.406708 -2.641251 -0.592195
P: -0.844136 -1.416566 -1.463631
O: 0.201353 -1.405231 -2.628174
C: 1.646598 -1.312002 -2.496919
C: 2.280159 -2.679049 -2.444381
O: -2.185107 -1.757344 -2.197925
C: -2.338678 -2.978857 -3.010713
C: -3.419877 -3.834999 -2.407657
H: -1.363121 -4.901322 1.680810
H: 0.176815 -4.748110 0.828494
H: -1.299254 -5.153339 -0.066770
H: -0.808890 -2.520404 1.427285
H: -2.220552 -2.882733 0.409145
H: 1.878938 -0.734270 -1.602841
H: 1.965051 -0.747982 -3.371234
H: 1.955756 -3.227868 -1.561811
H: 3.364698 -2.570400 -2.403067
H: 2.031779 -3.250847 -3.337669
H: -1.379433 -3.492600 -3.062024
H: -2.600978 -2.628259 -4.006080
H: -3.144080 -4.181856 -1.410690
H: -3.577659 -4.710303 -3.038236
H: -4.360841 -3.289483 -2.346172
C: 3.629666 -3.031570 1.953817
C: 2.430543 -2.816458 2.621771
C: 1.605161 -1.769447 2.242686
C: 1.979581 -0.946913 1.184703
C: 3.192081 -1.139600 0.534425
C: 4.014142 -2.189315 0.920729
As: 0.872105 0.567206 0.750422
C: 2.049900 1.924623 0.087578
C: 2.590930 2.074361 -1.178822
C: 3.484010 3.112163 -1.410892
C: 3.823514 3.977869 -0.378685
C: 3.266531 3.832783 0.885126
C: 2.366669 2.804703 1.131688
C: 1.647024 2.576497 2.411040
C: 1.756520 3.356319 3.554846
C: 0.962613 3.075918 4.659574
C: 0.049442 2.028240 4.635952
C: -0.066195 1.235627 3.501211
C: 0.737867 1.513444 2.409403
H: 4.275634 -3.845292 2.254818
H: 2.147732 -3.451735 3.450613
H: 0.694169 -1.580966 2.798529
H: 3.519591 -0.463345 -0.246430
H: 4.962606 -2.338442 0.422117
H: 2.320982 1.405160 -1.986317
H: 3.916086 3.245595 -2.393311
H: 4.525219 4.780289 -0.562367
H: 3.536081 4.527178 1.669847
H: 2.451645 4.184543 3.593256
H: 1.053037 3.685400 5.548597
H: -0.566305 1.827863 5.502189
H: -0.776909 0.417265 3.480280

Cartesian forces (eV/Å) of the 6 atoms listed first:
0.31 0.05 -0.35
-0.04 0.04 -0.01
-0.06 -0.02 0.20
-0.15 -0.10 -0.04
-0.05 -0.12 -0.13
0.01 -0.02 -0.01

* spin multiplicity: 1
* HOMO-LUMO gap: 7.3 eV
* highest occupied orbital energy: -0.50619 hartree
* energy above the lowest of the compared OMol25 structures with the same formula, charge and spin: 0.0000 eV
* total charge: +2
* LUMO: -6.430 eV


Record 3
Formula: C23H28CoN10OSi
Source: the OMol25 dataset
Level of theory: ωB97M-V/def2-TZVPD

Geometry (Å):
Co: -0.017799 0.403349 0.297974
C: -0.679036 -0.832101 3.981786
C: -0.383472 -1.782025 2.865958
C: -0.404139 -3.160576 3.042455
C: -0.094288 -3.974674 1.957860
C: 0.217758 -3.417268 0.735841
C: 0.183988 -2.018010 0.610371
N: -0.108463 -1.255441 1.686281
N: 0.385199 -1.266431 -0.489994
Si: 0.609106 -1.905483 -2.095179
C: -1.001644 -2.681198 -2.780545
C: 1.971579 -3.251614 -2.196291
C: 1.140576 -0.460637 -3.208216
H: -0.099389 -1.074400 4.871890
H: -1.736851 -0.879496 4.242996
H: -0.437741 0.180565 3.664847
H: -0.661592 -3.578896 4.002985
H: -0.110406 -5.049758 2.078785
H: 0.452467 -4.027969 -0.123096
H: -1.439951 -3.382878 -2.071579
H: -0.814062 -3.226494 -3.705370
H: -1.744300 -1.914434 -2.991814
H: 1.562454 -4.253704 -2.089897
H: 2.746853 -3.123258 -1.443227
H: 2.450643 -3.206425 -3.172277
H: 0.454034 0.372998 -3.087637
H: 1.152083 -0.760588 -4.253709
H: 2.140789 -0.123409 -2.949707
N: -1.182749 3.504004 2.769355
C: -1.576740 2.591272 1.872540
N: -0.539407 1.897835 1.463504
C: 0.535976 2.434438 2.168491
N: 0.153366 3.434574 2.973526
C: 1.808797 1.878347 1.942267
C: 3.022414 2.313359 2.504956
N: 4.180619 1.803952 2.188304
C: 4.163613 0.780916 1.286046
C: 2.998323 0.304163 0.737524
N: 1.803586 0.826509 1.024992
H: -1.721681 4.202651 3.257819
H: -2.593761 2.458848 1.555992
H: 3.006521 3.129868 3.217973
H: 5.126745 0.366168 1.024881
H: 3.004771 -0.508787 0.021572
N: 1.903755 3.694715 -0.531844
C: 1.549682 2.769517 -1.465337
N: 2.251619 2.789601 -2.625390
O: 0.606392 2.001001 -1.312495
H: 2.817650 4.117367 -0.559037
H: 1.516646 3.554184 0.393226
H: 2.979168 3.455676 -2.819815
H: 1.966455 2.145448 -3.345926
N: -6.687152 0.410105 -2.710477
C: -5.647506 0.331804 -2.225455
C: -4.373832 0.295096 -1.622523
C: -3.884359 -0.853548 -1.005317
C: -2.639574 -0.840670 -0.401970
C: -1.829770 0.299307 -0.395995
C: -2.346899 1.437863 -1.022648
C: -3.587381 1.446452 -1.628749
H: -4.488727 -1.750876 -1.003415
H: -2.301491 -1.760707 0.057878
H: -1.766254 2.349290 -1.054846
H: -3.963214 2.340519 -2.111097

Cartesian forces (eV/Å) of the 6 atoms listed first:
-0.06 0.73 0.12
-0.06 0.11 0.03
-0.03 -0.48 0.29
0.03 0.13 0.01
-0.04 0.16 0.01
-0.04 -0.08 -0.17

* spin multiplicity: 4
* HOMO-LUMO gap (spin up / spin down): 5.2 / 7.6 eV
* highest occupied orbital energy (spin up / spin down): -0.20091 / -0.28883 hartree
* LUMO (spin up / spin down): -0.223 / -0.274 eV


Record 4
Formula: C14H42NO17
Source: the OMol25 dataset
Level of theory: ωB97M-V/def2-TZVPD

Geometry (Å):
N: 0.231698 -0.292868 0.034982
O: -0.554763 -1.275626 0.059526
O: 0.625143 0.240830 -1.060893
O: 0.635834 0.186202 1.130195
C: -1.639574 2.287200 -3.076936
C: -0.778696 1.500438 -4.023967
O: 0.346306 2.340749 -4.393881
O: -0.982240 2.526669 -1.870291
H: -2.573029 1.734664 -2.872284
H: -1.916297 3.207076 -3.593088
H: -1.374418 1.309625 -4.922534
H: -0.372906 0.566027 -3.620622
H: 1.138264 2.186707 -3.861463
H: -0.400074 1.753272 -1.768872
C: -0.457977 -3.124400 -2.966163
C: -1.937672 -2.888513 -2.914736
O: -2.643159 -4.062484 -2.550462
O: -0.230210 -4.138854 -3.998917
H: -0.116314 -3.529837 -2.005865
H: 0.122795 -2.242692 -3.209416
H: -2.265922 -2.504500 -3.897490
H: -2.128416 -2.067730 -2.220895
H: -2.429327 -4.737455 -3.206731
H: 0.699209 -4.380289 -3.958896
C: -2.923605 -3.479731 1.326647
C: -3.952392 -2.892794 0.394199
O: -4.496868 -3.802233 -0.551111
O: -1.700101 -3.789914 0.705099
H: -3.284925 -4.388964 1.807982
H: -2.756302 -2.750965 2.138039
H: -3.496564 -2.026041 -0.121076
H: -4.740451 -2.437566 1.008194
H: -3.747382 -4.091034 -1.106363
H: -1.367134 -2.988498 0.260061
C: 3.019602 0.421223 3.285458
C: 3.913380 1.585684 3.703497
O: 5.240048 1.397928 3.277148
O: 3.315720 0.038635 1.974458
H: 1.979628 0.699341 3.457993
H: 3.296718 -0.407706 3.953950
H: 3.827277 1.713577 4.788574
H: 3.548609 2.539063 3.286661
H: 5.154205 0.762110 2.546042
H: 2.491632 0.109008 1.451748
C: -0.311633 3.477974 1.713739
C: -1.571768 2.766608 2.091362
O: -2.739239 3.590527 2.031111
O: 0.002933 4.454662 2.744214
H: -0.375656 3.927600 0.719654
H: 0.470123 2.704420 1.697026
H: -1.466940 2.416897 3.130210
H: -1.750171 1.876105 1.493111
H: -2.745492 4.149187 2.811764
H: 0.561290 5.125331 2.344466
C: 3.463720 0.736839 -3.728724
C: 3.606840 2.245149 -3.737698
O: 2.793379 2.803015 -2.748783
O: 3.697581 0.206945 -2.433833
H: 4.259131 0.339523 -4.367167
H: 2.528960 0.397932 -4.196961
H: 3.281336 2.572565 -4.744826
H: 4.653134 2.545629 -3.662907
H: 3.133054 3.665376 -2.504978
H: 3.174920 0.718552 -1.792248
C: -0.105999 -1.283050 4.060307
C: -1.358979 -0.439018 4.229274
O: -2.286789 -1.102514 5.086237
O: -0.385816 -2.432505 3.298665
H: 0.285879 -1.588169 5.033955
H: 0.710531 -0.676410 3.639526
H: -1.866116 -0.326289 3.266154
H: -1.119891 0.529262 4.669622
H: -2.529495 -1.945677 4.694249
H: -0.328176 -2.261801 2.345980

Cartesian forces (eV/Å) of the 6 atoms listed first:
0.24 0.46 -0.27
0.77 1.06 -0.47
-0.76 -1.13 1.43
-0.17 -0.39 -0.79
-0.74 -0.79 0.01
1.10 0.79 -0.40

* spin multiplicity: 1
* HOMO-LUMO gap: 9.4 eV
* highest occupied orbital energy: -0.26038 hartree
* energy above the lowest of the compared OMol25 structures with the same formula, charge and spin: 0.2001 eV
* total charge: -1
* LUMO: 2.357 eV


Record 5
Formula: C6H9N
Source: the OMol25 dataset
Level of theory: ωB97M-V/def2-TZVPD

Geometry (Å):
C: -1.904296 -0.389446 0.237631
C: -0.470208 -0.008756 0.007312
C: -0.002296 0.820389 -1.153782
C: 0.626239 -0.515661 -0.908063
C: 1.618420 -0.502622 0.292390
N: 1.735793 0.756456 1.002067
C: 0.543580 -0.031216 1.193433
H: -1.995989 -1.346429 0.764309
H: -2.469187 -0.456211 -0.697699
H: -2.384471 0.376986 0.860331
H: -0.703709 0.822470 -1.985732
H: 0.542098 1.759433 -1.065745
H: 0.609758 -1.316753 -1.640490
H: 2.387986 -1.250420 0.451148
H: 1.602992 1.593744 0.444022
H: 0.272271 -0.369472 2.189729

Cartesian forces (eV/Å) of the 6 atoms listed first:
-0.02 -0.04 -0.03
-0.17 0.05 0.04
-0.01 0.19 -0.03
0.03 -0.15 -0.15
0.18 -0.26 -0.05
0.05 0.23 -0.10

* spin multiplicity: 1
* HOMO-LUMO gap: 9.7 eV
* highest occupied orbital energy: -0.31509 hartree
* energy above the lowest of the compared OMol25 structures with the same formula, charge and spin: 3.4793 eV
* LUMO: 1.086 eV


- Look up the spin multiplicity of the third one.
  4


- Which value of spin multiplicity does entry 3 give?
  4